# C5H8O2

2 unconnected molecules or ions with the total composition C5H8O2 (wB97M-V/def2-TZVPD, the OMol25 dataset).

E_LUMO, eV: 0.97
Spin multiplicity: 1
Orbital gap, eV: 10.8
HOMO, eV: -9.87
Relative energy (zero: lowest compared OMol25 entry of this formula, charge and spin), kcal/mol: 31.1
Strongest force on any atom, eV/A: 1.36
DFT total energy, Ha: -345.75537

```
15
Properties=species:S:1:pos:R:3:forces:R:3
C -1.35860 -0.71072 0.18291 0.011 -0.039 -0.023
C -0.60934 0.52525 0.66162 0.111 -0.236 0.170
O -0.85586 1.63482 -0.20143 -0.358 0.062 -0.129
C 0.89143 0.39393 0.70724 0.136 -0.170 0.039
C 1.59822 -0.72923 0.64593 -0.113 0.111 0.029
C 0.73161 0.12165 -2.59689 1.236 0.481 -0.305
O 1.76714 0.54889 -2.78306 -1.210 -0.463 0.210
H -2.44026 -0.55556 0.28000 0.154 0.002 -0.046
H -1.11883 -0.90635 -0.86678 -0.033 -0.006 0.159
H -1.10747 -1.59704 0.77201 -0.014 0.136 -0.013
H -1.76550 1.56619 -0.52213 0.222 0.098 0.102
H 1.40244 1.35221 0.80049 -0.046 -0.136 -0.013
H -0.95042 0.77620 1.68238 0.040 -0.006 -0.188
H 2.68372 -0.71460 0.69367 -0.166 0.036 -0.001
H 1.13175 -1.70564 0.54404 0.029 0.129 0.010
```
Forces are in eV/Å.

natural (NBO) atomic charge list, values in e, 2 entries:
1 C -0.647
2 C 0.054